[1]
The following is a quantum chemistry calculation of a structure of composition C23H31HfN2O4 at a distorted geometry, from the OMol25 dataset.

Cartesian coordinates (Å):
Hf1 0.218 0.458 -0.727
C1 2.351 0.970 0.566
C2 2.830 0.164 -0.501
C3 2.586 0.851 -1.721
H1 3.365 -0.787 -0.404
C4 1.900 2.073 -1.424
C5 1.769 2.154 0.008
H2 1.471 3.030 0.576
H3 2.569 0.824 1.627
H4 2.975 0.560 -2.701
H5 1.689 2.863 -2.139
C6 -2.091 0.847 -0.043
C7 -1.317 1.968 0.402
C8 -0.958 2.733 -0.753
H6 -1.152 2.253 1.440
C9 -1.472 2.075 -1.905
C10 -2.162 0.894 -1.470
H7 -2.778 0.246 -2.099
H8 -2.689 0.186 0.593
H9 -0.498 3.718 -0.757
H10 -1.515 2.499 -2.907
O1 0.411 -0.316 -2.422
C11 -0.096 0.467 -5.163
C12 0.621 -0.836 -4.877
C13 0.664 1.717 -4.944
C14 -1.569 0.405 -5.021
C15 0.704 -1.307 -3.409
H11 1.668 -0.765 -5.226
H12 0.062 -1.636 -5.398
H13 0.021 -2.153 -3.252
H14 1.722 -1.651 -3.213
H15 0.792 2.356 -5.832
H16 1.667 1.441 -4.591
H17 0.151 2.338 -4.186
H18 -2.111 0.201 -5.958
H19 -1.982 1.327 -4.591
H20 -1.769 -0.441 -4.350
C16 -2.315 -0.337 4.503
C17 -1.685 -1.599 3.948
C18 -0.186 -1.567 3.526
C19 0.833 -1.509 4.687
C20 0.757 -0.325 5.622
C21 0.065 -2.950 2.875
O2 0.214 -3.998 3.483
N1 0.068 -2.973 1.486
C22 0.102 -1.872 0.688
O3 0.227 -1.976 -0.548
N2 0.036 -0.631 1.230
C23 0.057 -0.375 2.572
O4 0.243 0.784 2.949
H21 -1.754 0.056 5.355
H22 -3.322 -0.601 4.846
H23 -2.419 0.448 3.745
H24 -1.755 -2.408 4.690
H25 -2.265 -1.927 3.068
H26 0.715 -2.445 5.248
H27 1.831 -1.545 4.219
H28 -0.002 -0.481 6.396
H29 1.733 -0.239 6.112
H30 0.558 0.597 5.069
H31 0.219 -3.849 1.004

The calculation puts the calculated total energy at -1353.56439 Ha. Its charge is -1. For the energy above the lowest of the compared OMol25 structures with the same formula, charge and spin, the calculation gives 0.2 kcal per mole. The molar mass comes out at 578.00 g/mol. The calculation puts the HOMO-LUMO gap at 2.56 eV.

[2]
The following is a quantum chemistry calculation of an isolated molecule of C23H31N3O2S, from the OMol25 dataset.

Cartesian coordinates (Å):
C1 3.052 0.872 2.927
C2 2.199 -0.017 2.032
C3 3.031 -0.531 0.830
O1 4.084 -0.022 0.502
N1 2.460 -1.593 0.246
C4 3.044 -2.397 -0.828
C5 4.382 -2.972 -0.353
C6 2.058 -3.524 -1.130
C7 3.259 -1.530 -2.071
N2 0.957 0.631 1.599
C8 1.041 2.019 1.185
C9 1.914 2.179 -0.023
C10 1.781 1.590 -1.243
C11 2.799 1.962 -2.148
C12 3.689 2.828 -1.602
S1 3.308 3.201 0.026
C13 -0.135 -0.156 1.465
O2 -0.052 -1.375 1.563
C14 -1.485 0.485 1.228
C15 -1.796 0.606 -0.281
N3 -3.149 0.984 -0.557
C16 -3.552 2.375 -0.404
C17 -5.087 2.358 -0.475
C18 -5.411 0.908 -0.243
C19 -6.623 0.294 -0.038
C20 -6.653 -1.087 0.137
C21 -5.481 -1.821 0.097
C22 -4.252 -1.210 -0.112
C23 -4.226 0.164 -0.284
H1 3.556 1.641 2.346
H2 2.452 1.326 3.712
H3 3.820 0.256 3.389
H4 1.880 -0.897 2.603
H5 1.573 -1.907 0.627
H6 4.236 -3.578 0.539
H7 4.823 -3.590 -1.130
H8 5.065 -2.161 -0.117
H9 1.097 -3.117 -1.436
H10 2.440 -4.150 -1.931
H11 1.906 -4.143 -0.249
H12 3.898 -0.688 -1.822
H13 2.308 -1.154 -2.439
H14 3.732 -2.113 -2.856
H15 1.445 2.622 2.003
H16 0.040 2.388 0.958
H17 0.993 0.900 -1.487
H18 2.863 1.599 -3.158
H19 4.555 3.270 -2.054
H20 -1.574 1.451 1.724
H21 -2.225 -0.193 1.660
H22 -1.141 1.347 -0.748
H23 -1.609 -0.364 -0.751
H24 -3.100 2.978 -1.198
H25 -3.214 2.778 0.563
H26 -5.543 3.013 0.268
H27 -5.440 2.671 -1.461
H28 -7.535 0.872 -0.006
H29 -7.595 -1.585 0.305
H30 -5.517 -2.892 0.237
H31 -3.348 -1.799 -0.134

The calculation puts the calculated total energy at -1608.01007 Ha. For the energy above the lowest of the compared OMol25 structures with the same formula, charge and spin, the calculation gives 14.6 kcal per mole. The molar mass comes out at 413.59 g/mol. The calculation puts the HOMO-LUMO gap at 8.14 eV.

[3]
The following is a quantum chemistry calculation of an isolated molecule of C23H31N3O6S at a distorted geometry, from the OMol25 dataset.

Cartesian coordinates (Å):
C1 0.856 -5.100 -2.995
C2 0.650 -4.103 -1.862
C3 1.498 -2.851 -2.063
C4 1.261 -1.804 -0.974
C5 2.202 -0.598 -1.158
O1 3.055 -0.562 -2.021
N1 1.966 0.395 -0.286
C6 2.704 1.633 -0.290
C7 3.621 1.771 0.944
C8 2.834 1.935 2.247
C9 2.564 3.441 2.273
C10 3.725 4.023 1.446
O2 4.415 2.938 0.849
N2 -0.124 -1.349 -0.938
C11 -0.589 -0.596 -2.094
C12 -1.377 -1.438 -3.048
C13 -1.134 -1.782 -4.346
C14 -2.203 -2.621 -4.744
C15 -3.014 -2.729 -3.660
O3 -2.526 -2.016 -2.629
C16 -0.879 -1.685 0.124
O4 -0.439 -2.321 1.069
C17 -2.322 -1.186 0.214
N3 -2.439 -0.391 1.432
S1 -1.516 1.010 1.324
O5 -0.138 0.760 1.673
O6 -1.752 1.576 0.028
C18 -2.262 2.023 2.585
C19 -3.564 2.442 2.399
C20 -4.165 3.219 3.375
C21 -3.457 3.564 4.517
C22 -2.149 3.138 4.689
C23 -1.544 2.359 3.716
H1 0.260 -5.995 -2.832
H2 1.902 -5.390 -3.061
H3 0.562 -4.659 -3.945
H4 0.910 -4.567 -0.908
H5 -0.406 -3.828 -1.814
H6 2.558 -3.110 -2.047
H7 1.287 -2.414 -3.040
H8 1.458 -2.250 0.008
H9 1.232 0.308 0.407
H10 3.326 1.647 -1.188
H11 2.001 2.470 -0.321
H12 4.306 0.918 0.965
H13 3.463 1.645 3.090
H14 1.921 1.347 2.260
H15 1.605 3.663 1.805
H16 2.551 3.842 3.285
H17 4.447 4.561 2.068
H18 3.363 4.707 0.669
H19 0.291 -0.223 -2.621
H20 -1.168 0.272 -1.759
H21 -0.302 -1.472 -4.945
H22 -2.341 -3.079 -5.702
H23 -3.929 -3.261 -3.495
H24 -2.640 -0.556 -0.610
H25 -2.990 -2.046 0.298
H26 -2.106 -0.934 2.221
H27 -4.080 2.160 1.496
H28 -5.183 3.556 3.247
H29 -3.927 4.170 5.276
H30 -1.602 3.412 5.578
H31 -0.527 2.012 3.813

The calculation puts the calculated total energy at -1908.93417 Ha. For the energy above the lowest of the compared OMol25 structures with the same formula, charge and spin, the calculation gives 31.6 kcal per mole. The molar mass comes out at 477.58 g/mol. The calculation puts the HOMO-LUMO gap at 9.08 eV.